{
  "formula": "C5H6O",
  "method": "the ωB97M-V functional and the def2-TZVPD basis",
  "elements": ["C", "C", "C", "C", "C", "O", "H", "H", "H", "H", "H", "H"],
  "coordinates": [[-2.55799, 0.33549, -0.46960], [-1.22341, -0.10398, -0.17785], [-0.09467, -0.42900, 0.07158], [1.28217, -0.83575, 0.22584], [2.23863, 0.24953, 0.60359], [1.62350, -1.98739, 0.05987], [-2.71363, 1.42730, -0.53308], [-2.64326, -0.23326, -1.45827], [-3.33634, -0.11752, 0.15447], [2.15651, 1.14341, -0.02714], [2.05151, 0.60548, 1.62564], [3.28080, -0.08075, 0.56457]],
  "orbital_gap_ev": 10.707,
  "charge": 0,
  "mol_weight_g_mol": 82.10,
  "smiles": "CC#CC(C)=O",
  "e_above_lowest_kj_mol": 163.5,
  "e_homo_ev": -9.9466,
  "total_energy_ev": -7327.590
}